[1]
C38H48InN4O2P2 | ωB97M-V/def2-TZVPD

Geometry (Å):
In: -0.6024 0.4660 -0.0110
C: 2.1629 0.8253 2.2123
C: 2.7432 0.1286 0.9817
P: 1.6347 -1.1349 0.2408
C: 1.4714 -2.3876 1.5314
C: 2.1308 -3.6124 1.4451
C: 1.9995 -4.5361 2.4748
C: 1.1896 -4.2591 3.5681
C: 0.5094 -3.0508 3.6465
C: 0.6417 -2.1227 2.6252
C: 2.6214 -1.7288 -1.1408
C: 3.9543 -2.1099 -0.9622
C: 4.6983 -2.5208 -2.0569
C: 4.1285 -2.5492 -3.3253
C: 2.8042 -2.1743 -3.5061
C: 2.0516 -1.7640 -2.4155
P: 0.8636 2.0033 1.7056
C: 0.2924 2.8246 3.1831
C: -0.5660 3.9171 3.0159
C: -0.8739 4.7177 4.1010
C: -0.3549 4.4128 5.3551
C: 0.4569 3.3000 5.5295
C: 0.7759 2.4909 4.4487
C: 1.7790 3.1975 0.7157
C: 2.5565 4.1489 1.3777
C: 3.3790 4.9853 0.6376
C: 3.4197 4.8836 -0.7485
C: 2.6354 3.9465 -1.4082
C: 1.8134 3.1055 -0.6743
H: 2.9416 1.3953 2.7204
H: 1.7663 0.0990 2.9196
H: 3.6764 -0.3703 1.2408
H: 2.9729 0.8541 0.1982
H: 2.7528 -3.8448 0.5910
H: 2.5343 -5.4754 2.4227
H: 1.0816 -4.9908 4.3586
H: -0.1231 -2.8357 4.4984
H: 0.0733 -1.1976 2.6715
H: 4.4148 -2.0955 0.0180
H: 5.7314 -2.8137 -1.9226
H: 4.7297 -2.8487 -4.1744
H: 2.3681 -2.1908 -4.4972
H: 1.0198 -1.4539 -2.5509
H: -0.9786 4.1349 2.0375
H: -1.5130 5.5818 3.9763
H: -0.5967 5.0367 6.2059
H: 0.8526 3.0644 6.5087
H: 1.4139 1.6300 4.6030
H: 2.5252 4.2345 2.4572
H: 3.9882 5.7200 1.1467
H: 4.0551 5.5497 -1.3176
H: 2.6627 3.8808 -2.4885
H: 1.1815 2.3852 -1.1924
C: -3.6911 0.2567 0.2436
N: -2.9932 0.9159 -0.8970
C: -3.6907 0.7201 -2.1846
C: -4.9195 1.6180 -2.2429
C: -4.4495 3.0600 -2.1609
N: -3.3409 3.2465 -1.1968
C: -2.9834 4.6458 -0.9349
C: -2.6905 2.2706 -0.6177
O: -1.7362 2.4293 0.1968
H: -3.6058 -0.8187 0.1282
H: -4.7455 0.5294 0.2846
H: -3.2313 0.5631 1.1865
H: -3.9391 -0.3343 -2.2819
H: -3.0010 0.9886 -2.9870
H: -5.6097 1.3797 -1.4343
H: -5.4574 1.4716 -3.1779
H: -5.2588 3.7281 -1.8705
H: -4.0806 3.3895 -3.1342
H: -2.8974 5.1759 -1.8819
H: -2.0429 4.6988 -0.3995
H: -3.7676 5.1192 -0.3453
C: -1.3027 -3.5407 0.6997
N: -0.5180 -3.2686 -0.5173
C: 0.1583 -4.4453 -1.0851
C: -0.7730 -5.1518 -2.0539
C: -1.0975 -4.1776 -3.1679
N: -1.2015 -2.7822 -2.6893
C: -1.6644 -1.8420 -3.7076
C: -1.1003 -2.4226 -1.4153
O: -1.5214 -1.2698 -1.0251
H: -0.6652 -4.0408 1.4244
H: -2.1615 -4.1818 0.4838
H: -1.6675 -2.6103 1.1252
H: 0.4574 -5.0935 -0.2656
H: 1.0606 -4.1075 -1.5982
H: -1.6773 -5.4519 -1.5210
H: -0.3145 -6.0484 -2.4651
H: -2.0459 -4.4349 -3.6392
H: -0.3328 -4.2062 -3.9457
H: -1.0058 -1.8926 -4.5741
H: -1.6666 -0.8360 -3.3080
H: -2.6753 -2.1020 -4.0249

## Properties
total charge: +3
orbital gap: 6.48 eV
HOMO level: -15.99 eV
E_tot: -2718.34233 a.u.
LUMO level: -9.5 eV
maximum force: 0.6 eV Å⁻¹

[2]
C15H22N2O5S2 | ωB97M-V/def2-TZVPD

Geometry (Å):
C: 6.4501 -1.4650 2.4977
C: 5.5759 -0.4870 1.7068
C: 5.7378 -0.7408 0.2085
C: 5.9903 0.9559 2.0421
C: 4.1382 -0.6237 2.1881
O: 3.8575 -0.9029 3.3274
C: 3.0301 -0.3296 1.1881
N: 1.7344 -0.4431 1.8135
S: 0.6948 -1.5828 1.1689
O: 1.4046 -2.4494 0.2679
O: -0.0721 -2.1472 2.2355
C: -0.3705 -0.5167 0.1987
C: -0.1626 -0.4011 -1.1626
C: -0.9819 0.4402 -1.8997
C: -1.9770 1.1450 -1.2494
S: -3.1064 2.1458 -2.2268
O: -3.7302 3.1058 -1.3723
O: -2.4386 2.5741 -3.4170
N: -4.2774 1.0617 -2.7033
C: -5.0447 0.4576 -1.6637
C: -4.6531 -0.8652 -1.0640
C: -5.8694 -0.7561 -1.9415
C: -2.1799 1.0361 0.1136
C: -1.3625 0.1929 0.8493
H: 6.2897 -1.3333 3.5642
H: 6.1973 -2.4904 2.2385
H: 7.5007 -1.2971 2.2756
H: 5.2188 0.0068 -0.3852
H: 5.3636 -1.7257 -0.0603
H: 6.7943 -0.6993 -0.0481
H: 7.0317 1.1090 1.7694
H: 5.8796 1.1438 3.1073
H: 5.3815 1.6740 1.4973
H: 3.0823 -1.0580 0.3732
H: 3.1589 0.6769 0.7752
H: 1.8378 -0.5816 2.8159
H: 0.6214 -0.9820 -1.6220
H: -0.8578 0.5727 -2.9632
H: -3.9489 0.4290 -3.4159
H: -5.4365 1.2288 -1.0146
H: -3.7855 -1.3699 -1.4629
H: -4.7902 -1.0153 -0.0050
H: -6.8446 -0.8262 -1.4866
H: -5.8200 -1.1837 -2.9310
H: -2.9627 1.6198 0.5707
H: -1.4844 0.0605 1.9121

## Properties
orbital gap: 9.81 eV
HOMO level: -9.77 eV
E_tot: -1866.81746 a.u.
SMILES: CC(C)(C)C(=O)CNS(=O)(=O)c1ccc(S(=O)(=O)NC2CC2)cc1
LUMO level: 0.0 eV
maximum force: 0.8 eV Å⁻¹

[3]
C41H39CuN3O7P2 | ωB97M-V/def2-TZVPD

Geometry (Å):
Cu: -0.4733 0.2624 1.1125
C: -1.6426 0.8966 -3.8560
C: -1.7037 -0.4319 -3.7115
C: -0.9583 -1.3669 -4.6175
C: 0.5528 -1.0384 -4.8938
C: 1.2735 -0.1767 -3.8893
C: 1.2312 1.1591 -3.9050
C: 0.4754 1.9063 -4.9582
C: -1.0318 1.5391 -5.0585
C: 2.0695 0.2838 2.1321
H: -2.0887 1.5849 -3.1461
H: -2.3923 -0.9127 -3.0100
H: -1.4641 -1.4015 -5.5995
H: -0.9910 -2.3931 -4.2197
H: 1.0864 -2.0073 -4.9140
H: 0.6365 -0.6233 -5.9194
H: 1.9299 -0.7274 -3.2095
H: 1.8304 1.7678 -3.2379
H: 0.9347 1.7209 -5.9463
H: 0.5580 2.9879 -4.7744
H: -1.5740 2.4798 -5.2326
H: -1.1746 0.9191 -5.9554
H: 1.3601 1.0739 2.4033
H: 3.0289 0.5132 2.6275
H: 1.6851 -0.6671 2.5170
P: -1.7065 -0.5166 -0.3966
P: 2.2653 0.1863 0.3434
C: -0.1161 -0.7405 -1.1845
C: 1.2047 -0.7373 -0.7690
C: -2.5754 -2.0530 -0.1125
C: -2.8516 -2.9775 -1.1391
C: -3.4539 -4.1932 -0.8075
C: -3.7496 -4.5028 0.5253
C: -3.4760 -3.5796 1.5409
C: -2.9113 -2.3527 1.2249
C: -2.8087 0.8370 -0.8277
C: -2.3028 2.1630 -0.8329
C: -3.1813 3.2399 -0.9069
C: -4.5576 3.0139 -0.9988
C: -5.0568 1.7078 -1.0348
C: -4.1948 0.6185 -0.9593
C: 3.7092 -0.9149 0.2706
C: 3.4912 -2.2497 0.6590
C: 4.5760 -3.1229 0.7310
C: 5.8540 -2.6683 0.3802
C: 6.0582 -1.3355 0.0010
C: 4.9793 -0.4507 -0.0689
C: 2.7834 1.8304 -0.1980
C: 2.6783 2.9575 0.6407
C: 2.9903 4.2254 0.1481
C: 3.3343 4.4036 -1.1969
C: 3.4717 3.2860 -2.0226
C: 3.2777 2.0014 -1.5026
H: -0.2688 -1.1475 -2.1957
H: 1.8328 -1.4932 -1.2832
H: -2.5810 -2.7526 -2.1719
H: -3.6682 -4.9144 -1.5998
H: -4.1780 -5.4749 0.7781
H: -3.6766 -3.8290 2.5818
H: -2.6904 -1.6207 1.9995
H: -1.2248 2.3415 -0.7673
H: -2.7877 4.2568 -0.8794
H: -5.2425 3.8604 -1.0383
H: -6.1304 1.5330 -1.1057
H: -4.5759 -0.4044 -0.9790
H: 2.4851 -2.5938 0.9264
H: 4.4233 -4.1467 1.0735
H: 6.6958 -3.3572 0.4116
H: 7.0597 -0.9714 -0.2229
H: 5.1262 0.5927 -0.3577
H: 2.3592 2.8357 1.6800
H: 2.9545 5.0897 0.8154
H: 3.4857 5.4047 -1.6051
H: 3.7153 3.4074 -3.0789
H: 3.4710 1.1299 -2.1364
O: -1.2899 -0.5043 8.9678
N: -1.2102 0.4410 8.1540
O: -1.2649 1.6386 8.5033
C: -1.0538 0.1233 6.7401
C: -0.9747 -1.2203 6.3388
C: -0.9334 -1.5308 4.9862
C: -0.8119 -0.5099 3.9698
O: -0.5803 -0.8473 2.7595
C: -0.9104 0.8630 4.4136
C: -1.0141 1.1539 5.7788
N: -0.8916 1.9843 3.5046
O: -0.6500 1.8862 2.2323
O: -1.0905 3.1150 3.9876
N: -0.9324 -2.9245 4.5680
O: -0.8243 -3.7886 5.4728
O: -1.0474 -3.2187 3.3632
H: -0.9481 -2.0216 7.0769
H: -1.0454 2.1908 6.0937

## Properties
orbital gap (alpha / beta): 4.10 / 5.58 eV
HOMO level (alpha / beta): -5.81 / -7.29 eV
E_tot: -4599.40563 a.u.
LUMO level (alpha / beta): -1.7 / -1.7 eV
maximum force: 3.4 eV Å⁻¹
multiplicity: 2

[4]
C4H3BiO5 | ωB97M-V/def2-TZVPD

Geometry (Å):
C: 0.1714 -1.3564 0.0159
C: -1.1361 -1.1287 0.1645
O: -1.5904 -0.0989 1.0013
C: -2.0728 1.0127 0.4541
O: -2.1099 1.2783 -0.7217
O: -2.4482 1.8244 1.4345
H: 0.3247 -2.3727 -0.3744
H: -1.9614 -1.7165 -0.2443
H: -2.7345 2.6681 1.0606
O: 4.6159 0.1562 -2.0940
O: 3.4352 0.1181 -0.1683
C: 3.6153 0.0720 -1.4248
Bi: 1.8908 -0.4565 0.8966

## Properties
total charge: +1
orbital gap (alpha / beta): 4.82 / 7.29 eV
HOMO level (alpha / beta): -12.81 / -14.71 eV
E_tot: -744.60525 a.u.
LUMO level (alpha / beta): -8.0 / -7.4 eV
maximum force: 5.7 eV Å⁻¹
multiplicity: 2